Record 1
DFT (wB97M-V/def2-TZVPD) results for a structure of composition H2NOS.

CARTESIAN COORDINATES (ANGSTROEM)
S (-1.55, -0.53, 0.04)
O (1.59, -0.81, 0.41)
N (0.74, -0.20, -0.27)
H (0.63, 0.79, 0.17)
H (-1.41, 0.75, -0.35)

The relative energy (zero: lowest compared OMol25 entry of this formula, charge and spin) is 0.982 eV. Its total energy is -529.3088 Ha. Its largest force on an atom is 1.90 eV/Å. Its net charge is -1. As for the lowest unoccupied orbital energy: 4.53 eV. For the HOMO energy, the calculation gives -2.458 eV.

Record 2
DFT (wB97M-V/def2-TZVPD) results for the molecule C2H4N2OS2.

CARTESIAN COORDINATES (ANGSTROEM)
S (0.11, -2.15, 0.92)
S (2.72, -0.75, -0.13)
O (-0.46, 1.80, -0.91)
N (1.22, 0.23, 0.14)
N (-1.09, 0.14, 0.41)
C (-1.39, 1.23, -0.45)
C (0.15, -0.53, 0.40)
H (2.16, -1.94, 0.17)
H (-2.54, 1.44, -0.84)
H (0.92, 1.09, -0.31)
H (-1.80, -0.57, 0.59)

The relative energy (zero: lowest compared OMol25 entry of this formula, charge and spin) is 1.150 eV. As for the SMILES: O=CNC(=S)NS. Its total energy is -1059.7010 Ha. Its largest force on an atom is 3.35 eV/Å. Its net charge is 0. As for the lowest unoccupied orbital energy: 0.29 eV. For the HOMO energy, the calculation gives -8.784 eV.

Record 3
DFT (wB97M-V/def2-TZVPD) results for the molecule C5H6O2.

CARTESIAN COORDINATES (ANGSTROEM)
O (2.35, -1.58, -0.38)
O (0.27, -0.83, -0.49)
C (2.00, 0.61, 0.43)
C (1.30, 1.68, 0.74)
C (1.57, -0.69, -0.18)
C (-1.98, -0.36, 0.04)
C (-0.65, 0.24, -0.36)
H (-2.72, 0.43, 0.18)
H (-1.89, -0.92, 0.98)
H (-0.68, 0.81, -1.31)
H (-2.35, -1.03, -0.74)
H (-0.29, 0.94, 0.43)
H (3.06, 0.70, 0.66)

The relative energy (zero: lowest compared OMol25 entry of this formula, charge and spin) is 3.756 eV. Its total energy is -344.4639 Ha. Its largest force on an atom is 0.61 eV/Å. Its net charge is 0. As for the lowest unoccupied orbital energy: -0.76 eV. For the HOMO energy, the calculation gives -10.781 eV.

Record 4
DFT (wB97M-V/def2-TZVPD) results for the ion C3HN2OS with charge +1.

CARTESIAN COORDINATES (ANGSTROEM)
S (0.17, 2.75, 0.70)
O (-0.56, -3.36, 1.63)
N (0.17, 0.60, -0.77)
N (-0.07, -1.54, 0.22)
C (0.23, 1.99, -0.73)
C (-0.35, -2.54, 0.92)
C (-0.05, -0.40, -0.20)
H (0.45, 2.50, -1.78)

The relative energy (zero: lowest compared OMol25 entry of this formula, charge and spin) is 0.304 eV. As for the SMILES: O=C=[N+]=C=NC=S. Its total energy is -697.4890 Ha. Its largest force on an atom is 5.66 eV/Å. Its net charge is +1. As for the lowest unoccupied orbital energy: -6.26 eV. For the HOMO energy, the calculation gives -13.907 eV.

Record 5
DFT (wB97M-V/def2-TZVPD) results for a cluster of 9 separate species, C28H73NO14 in total.

CARTESIAN COORDINATES (ANGSTROEM)
O (-0.79, -6.89, -2.16)
O (4.96, 3.85, 2.31)
O (-3.80, -3.46, 4.40)
O (1.97, -0.50, 0.54)
O (3.17, -2.72, -1.07)
O (-1.15, 2.85, 0.70)
O (-3.81, -1.11, -0.74)
O (-1.04, -4.19, -1.97)
O (-1.14, -1.41, 0.47)
O (-2.25, -2.07, -3.11)
O (-3.04, -0.05, 1.75)
O (0.78, -1.94, 2.61)
O (-3.90, -0.62, 4.34)
O (5.71, -1.77, -2.60)
N (-1.09, 4.03, -0.12)
C (-1.48, 2.66, -2.23)
C (-1.18, -6.33, -0.91)
C (1.25, 3.75, -0.88)
C (3.84, 2.11, 3.45)
C (1.56, -4.23, 2.98)
C (-3.82, 0.66, 0.80)
C (-1.89, 3.87, -1.35)
C (0.20, 6.00, -0.79)
C (-1.85, 5.27, -2.10)
C (4.89, 1.60, 1.27)
C (4.54, -3.12, -0.97)
C (-2.66, -1.27, 4.50)
C (-2.28, -1.70, -4.47)
C (0.64, 4.86, 1.34)
C (-1.01, -2.28, -5.12)
C (0.31, 4.66, -0.10)
C (1.67, -2.73, 3.36)
C (3.08, -2.17, 3.27)
C (-0.17, -0.98, -0.53)
C (-0.47, 5.87, -2.15)
C (-3.36, 3.69, -0.98)
C (5.43, -1.97, -1.19)
C (-2.76, -2.67, 3.86)
C (-4.68, -0.22, 0.01)
C (-2.22, -0.17, -4.60)
C (-1.90, -5.02, -1.18)
C (0.84, 0.02, -0.18)
C (4.14, 2.67, 2.12)
H (-0.43, 6.73, -0.17)
H (-1.96, -6.95, -0.47)
H (-1.41, 0.10, -3.99)
H (4.68, -3.95, -1.64)
H (-0.32, -6.21, -2.60)
H (3.07, 1.32, 3.41)
H (-1.77, -3.16, 4.09)
H (5.72, -0.86, -2.91)
H (-2.47, -1.36, 5.57)
H (-3.22, -2.02, -4.95)
H (3.36, 2.91, 4.02)
H (-0.72, -3.29, -4.82)
H (-1.25, 1.84, -1.53)
H (-3.08, 1.12, 0.12)
H (2.35, -1.22, -0.02)
H (1.05, 2.71, -0.62)
H (5.14, 4.08, 1.40)
H (-1.85, -0.63, 4.13)
H (0.23, -1.85, -1.04)
H (5.00, -1.02, -0.80)
H (2.27, 4.04, -0.65)
H (1.55, 5.47, 1.39)
H (0.48, 0.92, 0.32)
H (2.25, -4.80, 3.65)
H (-5.35, -0.75, 0.70)
H (-2.37, 5.13, -3.05)
H (4.74, 1.78, 3.97)
H (-1.55, -3.44, -2.31)
H (-3.93, -0.34, 3.42)
H (0.57, -4.64, 3.03)
H (-0.71, -1.85, 1.22)
H (1.18, 0.33, -1.16)
H (3.81, -2.80, 3.75)
H (3.37, -2.12, 2.18)
H (1.17, 6.50, -0.86)
H (0.93, 3.89, 1.80)
H (1.26, -1.37, 2.02)
H (1.03, 3.76, -1.95)
H (-2.79, -5.23, -1.83)
H (-0.53, 6.87, -2.53)
H (-1.05, -2.34, -6.28)
H (-4.05, 3.75, -1.88)
H (1.33, -2.67, 4.38)
H (-4.40, 1.43, 1.36)
H (-0.63, 2.86, -2.85)
H (-3.60, 2.78, -0.49)
H (-2.11, 0.23, -5.64)
H (5.26, 1.89, 0.28)
H (3.03, -1.13, 3.57)
H (-2.32, -0.51, 1.29)
H (-0.14, 5.36, 1.91)
H (-0.36, -6.25, -0.21)
H (2.60, -3.33, -1.53)
H (1.88, -4.46, 1.99)
H (6.41, -2.08, -0.72)
H (3.29, 2.94, 1.57)
H (-1.45, 3.12, 1.57)
H (-2.87, -1.60, -2.55)
H (5.76, 1.31, 1.86)
H (-2.33, 2.34, -2.78)
H (4.76, -3.46, 0.06)
H (-5.15, 0.42, -0.73)
H (4.27, 0.65, 1.17)
H (0.21, 5.28, -2.78)
H (-0.75, -0.48, -1.25)
H (-3.27, -1.60, -0.12)
H (-3.66, 4.53, -0.34)
H (-2.82, -2.65, 2.74)
H (-3.05, 0.28, -4.10)
H (-4.62, -2.96, 4.36)
H (-0.18, -1.63, -4.86)
H (-2.49, 5.94, -1.56)
H (-2.25, -4.47, -0.28)

As for the SMILES: CC1(C)CCCC(C)(C)N1O.CC(C)O.CC(C)O.CC(C)O.OCCO.OCCO.OCCO.OCCO.OCCO. Its total energy is -2218.5957 Ha. Its largest force on an atom is 2.97 eV/Å. Its net charge is 0. As for the lowest unoccupied orbital energy: 0.25 eV. For the HOMO energy, the calculation gives -8.574 eV.

Record 6
DFT (wB97M-V/def2-TZVPD) results for the molecule C23H20N4O3.

CARTESIAN COORDINATES (ANGSTROEM)
O (1.08, 1.53, -0.97)
O (-6.47, -1.45, -0.47)
O (1.68, -2.68, 0.63)
N (-0.40, 0.25, 0.22)
N (2.39, -0.63, -0.06)
N (8.70, -0.93, 0.06)
N (3.69, -0.94, 0.07)
C (-0.77, 2.61, 0.02)
C (-2.35, -1.91, -0.13)
C (5.97, -0.39, -0.19)
C (6.42, -1.59, 0.37)
C (4.56, -0.10, -0.33)
C (-4.57, -2.71, 0.40)
C (0.06, 1.42, -0.30)
C (-2.15, 2.57, 0.26)
C (-3.20, -2.83, 0.48)
C (-0.82, 5.01, 0.31)
C (6.94, 0.52, -0.63)
C (7.78, -1.80, 0.47)
C (1.44, -1.55, 0.25)
C (-2.93, -0.88, -0.88)
C (-7.38, -2.35, 0.14)
C (-0.91, -2.07, 0.01)
C (-0.12, 3.84, 0.03)
C (8.27, 0.20, -0.47)
C (-2.84, 3.74, 0.53)
C (-5.14, -1.67, -0.32)
C (-2.18, 4.95, 0.56)
C (0.01, -1.09, 0.09)
C (-4.30, -0.77, -0.98)
H (9.05, 0.88, -0.80)
H (-7.26, -3.36, -0.25)
H (5.70, -2.32, 0.71)
H (-0.54, -3.08, 0.08)
H (-8.37, -1.98, -0.12)
H (-7.26, -2.35, 1.23)
H (2.12, 0.26, -0.51)
H (6.64, 1.46, -1.07)
H (4.29, 0.85, -0.79)
H (-4.75, 0.02, -1.57)
H (-2.31, -0.20, -1.44)
H (-5.19, -3.44, 0.90)
H (-3.90, 3.69, 0.71)
H (-1.31, 0.31, 0.66)
H (-2.70, 1.64, 0.21)
H (-0.30, 5.95, 0.33)
H (8.18, -2.72, 0.91)
H (0.94, 3.87, -0.18)
H (-2.72, 5.86, 0.78)
H (-2.77, -3.64, 1.05)

The relative energy (zero: lowest compared OMol25 entry of this formula, charge and spin) is 1.283 eV. As for the SMILES: COc1ccc(/C=C(\NC(=O)c2ccccc2)C(=O)N/N=C/c2ccncc2)cc1. Its total energy is -1333.1817 Ha. Its largest force on an atom is 1.01 eV/Å. Its net charge is 0. As for the lowest unoccupied orbital energy: -0.20 eV. For the HOMO energy, the calculation gives -8.368 eV.

> What is the largest force on an atom in the second record?

3.35 eV/Å

> Look up the lowest unoccupied orbital energy of the second one.

0.29 eV

> Look up the largest force on an atom of the fifth one.

2.97 eV/Å

> net charge of number 3 (C5H6O2)?

0